No. 1
An isolated molecule of C4H5ClO2S, computed with ωB97M-V/def2-TZVPD.

Calculated values
F_max, Eh/bohr: 0.051
Kohn-Sham gap, hartree: 0.34976
Structure (SMILES): O=C[C@@]1(O)[C@@H](S)[C@@H]1Cl
Molecular weight, g mol⁻¹: 152.60
Total energy, hartree: -1164.22725

Geometry (Å):
O  1.29341  -0.16750  -1.79058
C  0.49994  -0.91785  -1.20107
C  -0.29856  -0.50947  -0.01578
O  -1.16651  -1.48186  0.42699
C  0.31161  0.39813  1.02805
S  2.02596  0.90159  1.16148
C  -0.66885  0.96946  0.06498
Cl  -2.28664  1.38915  0.56004
H  0.35939  -1.97570  -1.51120
H  -2.03601  -1.22181  0.13843
H  -0.03989  0.15232  2.04644
H  2.26330  0.91232  -0.16732
H  -0.25716  1.55122  -0.74046

Cartesian forces (eV/Å) of the 6 atoms listed first:
O -1.74 -1.54 1.18
C 1.72 1.24 -1.12
C 0.45 0.11 -0.46
O 0.23 -0.20 0.25
C 0.13 0.10 0.93
S -0.12 -0.04 -0.42

No. 2
An isolated molecule of C4H5ClO2S, computed with ωB97M-V/def2-TZVPD.

Calculated values
F_max, Eh/bohr: 0.143
Kohn-Sham gap, hartree: 0.34408
Structure (SMILES): O=C(S)[C@@]1(O)C[C@@H]1Cl
Molecular weight, g mol⁻¹: 152.60
Total energy, hartree: -1164.17731

Geometry (Å):
O  -1.95679  1.38834  -0.76507
C  -1.19049  0.40011  -0.36978
S  -1.64065  -1.27116  -0.20391
C  0.21153  0.57422  0.21845
O  0.68577  1.73751  0.17129
C  0.64540  -0.39112  1.17386
C  1.06077  -0.63830  -0.32871
Cl  2.63392  -0.35974  -0.69219
H  -2.36164  -1.16605  -1.30149
H  0.03548  2.27012  -0.44589
H  -0.12960  -1.05837  1.68027
H  1.48191  -0.05375  1.80493
H  0.52438  -1.43182  -0.94175

Cartesian forces (eV/Å) of the 6 atoms listed first:
O 4.22 -4.59 1.33
C -2.29 4.25 0.34
S -1.53 -0.42 -0.37
C -3.57 -3.81 -2.77
O 0.12 7.15 -1.69
C 0.21 -2.55 1.10

No. 3
A structure of composition C4H5ClOS, computed with ωB97M-V/def2-TZVPD.

Calculated values
F_max, Eh/bohr: 0.272
Kohn-Sham gap, hartree: 0.28887
Molecular weight, g mol⁻¹: 136.60
Total energy, hartree: -1088.88181

Geometry (Å):
C  0.71560  0.67742  -0.10612
C  -0.37572  0.24613  0.79495
C  -0.47417  -0.92269  -0.07331
C  0.72263  -0.85117  -0.50996
H  -0.18049  2.45843  -0.61776
H  1.65183  1.08261  0.48693
H  -1.24538  0.83921  0.92823
H  0.10993  -0.04864  1.85027
H  -1.38330  -0.52872  -0.76122
O  0.22682  1.55607  -1.09066
S  1.49364  -2.00245  -1.37080
Cl  -1.26139  -2.50618  0.46946

Cartesian forces (eV/Å) of the 6 atoms listed first:
C 2.70 1.73 1.03
C 1.06 -0.57 5.65
C -13.64 -1.89 2.45
C 8.73 -0.01 -6.27
H 1.78 -3.76 -1.66
H -1.48 -0.79 -1.54

No. 4
A cluster of 2 separate species, C4H5ClOS in total, computed with ωB97M-V/def2-TZVPD.

Calculated values
F_max, Eh/bohr: 0.086
Kohn-Sham gap (alpha / beta), hartree: 0.31672 / 0.31673
Molecular weight, g mol⁻¹: 136.60
Total energy, hartree: -1088.91937

Geometry (Å):
C  0.77460  -0.25596  1.12360
C  -0.44449  -0.23744  1.67153
C  0.93828  0.40372  -0.18443
C  -0.44370  0.62662  -0.81594
O  -0.60200  -1.12584  -1.88237
S  -1.57818  0.32767  0.51154
Cl  -0.68148  1.93516  -1.78704
H  1.57938  -0.76772  1.52831
H  -0.80642  -0.67559  2.63504
H  1.47306  1.34524  -0.11651
H  1.30495  -0.26448  -0.98187
H  -1.51401  -1.31137  -1.70185

Cartesian forces (eV/Å) of the 6 atoms listed first:
C -1.13 0.25 0.31
C 0.83 -0.87 -0.07
C -0.90 -0.60 -2.07
C 0.24 -4.02 1.87
O 1.33 3.18 1.30
S -2.24 1.12 -0.55

No. 5
An isolated molecule of C4H5ClOS, computed with ωB97M-V/def2-TZVPD.

Calculated values
F_max, Eh/bohr: 0.021
Kohn-Sham gap, hartree: 0.37241
Structure (SMILES): C/C(=C/Cl)SC=O
Molecular weight, g mol⁻¹: 136.60
Total energy, hartree: -1089.00907

Geometry (Å):
C  0.71260  1.61108  0.00905
C  0.35169  0.19814  -0.31523
C  1.20562  -0.80759  -0.08709
Cl  0.94051  -2.46623  -0.47318
S  -1.24055  -0.04326  -1.06502
C  -2.01505  -1.07094  0.17344
O  -3.14047  -1.47433  0.05636
H  1.75237  1.68164  0.43089
H  -0.01401  2.00027  0.73927
H  0.63387  2.24937  -0.88847
H  2.17317  -0.61557  0.38281
H  -1.35973  -1.26259  1.03717

Cartesian forces (eV/Å) of the 6 atoms listed first:
C 0.48 0.46 0.38
C 0.36 -0.69 -0.13
C -0.04 0.52 0.11
Cl -0.03 0.09 0.01
S 0.04 -0.07 0.10
C -0.65 -0.09 -0.24

No. 6
An isolated molecule of C4H5ClS, computed with ωB97M-V/def2-TZVPD.

Calculated values
F_max, Eh/bohr: 0.053
Kohn-Sham gap, hartree: 0.37434
Structure (SMILES): C#C[C@@H](S)CCl
Molecular weight, g mol⁻¹: 120.60
Total energy, hartree: -1013.70393

Geometry (Å):
C  -0.91008  0.88827  -1.82730
C  -0.40185  0.23315  -0.95903
C  0.04007  -0.59199  0.10594
S  1.70735  -1.12557  -0.39000
C  -0.12392  0.09284  1.49903
Cl  1.22348  1.32599  1.74583
H  -1.22272  1.45333  -2.67723
H  -0.73011  -1.34587  0.29025
H  1.45418  -0.91687  -1.69437
H  -1.02858  0.64953  1.61296
H  -0.00783  -0.66281  2.29391

Cartesian forces (eV/Å) of the 6 atoms listed first:
C 0.42 -0.01 -0.23
C -1.46 1.16 -0.89
C -0.76 0.30 1.60
S 0.05 -0.51 0.34
C 2.70 0.04 -0.08
Cl -0.74 -0.45 0.14

No. 7
An isolated molecule of C4H5ClS2, computed with ωB97M-V/def2-TZVPD.

Calculated values
F_max, Eh/bohr: 0.044
Kohn-Sham gap, hartree: 0.31642
Structure (SMILES): C=C(CCl)SC=S
Molecular weight, g mol⁻¹: 152.67
Total energy, hartree: -1411.93294

Geometry (Å):
C  -0.77536  1.57397  -0.30392
C  -0.36382  0.33974  -0.33089
C  -1.17603  -0.71354  0.41232
Cl  -2.08551  -1.80735  -0.65683
S  1.09229  -0.19561  -1.27753
C  2.19069  -0.54627  -0.02535
S  3.63863  -1.18773  -0.26488
H  -0.36447  2.38321  -0.90675
H  -1.57900  1.90543  0.35891
H  -1.88666  -0.18734  1.03373
H  -0.51341  -1.31852  1.00873
H  1.82266  -0.24600  0.95246

Cartesian forces (eV/Å) of the 6 atoms listed first:
C -0.35 2.22 -0.11
C 0.13 -1.90 -0.07
C 0.81 0.58 -0.20
Cl 0.10 0.07 -0.12
S -1.17 0.27 -0.49
C -0.14 0.21 0.44

No. 8
A structure of composition C4H5CoLiO2, computed with ωB97M-V/def2-TZVPD.

Calculated values
F_max, Eh/bohr: 0.109
Kohn-Sham gap (alpha / beta), hartree: 0.29216 / 0.32163
Charge: +2
Spin multiplicity: 4
Molecular weight, g mol⁻¹: 150.96
Total energy, hartree: -1695.45164
<S²>: 3.7629

Geometry (Å):
H  -2.04608  1.05472  -2.62326
C  -2.67523  0.15667  -3.18976
C  -2.06377  -0.24371  -4.48664
C  -2.92816  0.13927  -5.67966
C  -4.31096  0.57808  -5.31776
O  -4.38445  1.62388  -4.58834
O  -3.29307  -0.59393  -2.45984
Li  -4.29662  -0.57739  -0.87476
Co  -6.13311  0.76732  -4.44627
H  -1.90104  -1.33317  -4.43084
H  -1.06026  0.20668  -4.52381
H  -3.04305  -0.68780  -6.39902
H  -2.48088  0.97723  -6.23711

Cartesian forces (eV/Å) of the 6 atoms listed first:
H -2.13 -1.33 -1.51
C 4.56 1.49 2.91
C -0.02 -0.58 0.18
C -0.50 -0.75 -2.20
C 0.46 2.49 2.26
O -0.27 -1.71 -1.11

No. 9
A structure of composition C4H5CrO5, computed with ωB97M-V/def2-TZVPD.

Calculated values
F_max, Eh/bohr: 0.110
Kohn-Sham gap (alpha / beta), hartree: 0.28312 / 0.32834
Charge: +3
Spin multiplicity: 5
Molecular weight, g mol⁻¹: 185.08
Total energy, hartree: -1574.69812
<S²>: 6.0082

Geometry (Å):
O  -0.98661  0.31399  0.20564
C  -0.18127  1.39959  0.10604
O  -0.04577  2.16989  1.04844
O  0.61054  1.38629  -0.88992
Cr  -0.90888  1.91589  2.71735
C  0.92357  0.15053  -1.65343
C  1.30307  -0.97132  -0.76636
H  0.04858  -0.06949  -2.27291
H  1.75793  0.48641  -2.27997
H  2.12410  -0.82308  -0.06391
H  0.97245  -1.97937  -1.01400
O  -0.86411  -0.12042  2.41017
C  -0.98400  -0.57143  1.27041
O  -1.74522  -1.58828  1.05272
H  -2.02437  -1.69921  0.12973

Cartesian forces (eV/Å) of the 6 atoms listed first:
O 0.57 -1.03 -1.56
C 1.52 -1.50 1.21
O -0.39 0.74 -0.96
O 1.00 0.19 -0.78
Cr -0.33 -0.22 1.56
C -2.52 0.55 1.03

No. 10
A structure of composition C4H5EuLiO7, computed with ωB97M-V/def2-TZVPD.

Calculated values
F_max, Eh/bohr: 0.068
Kohn-Sham gap (alpha / beta), hartree: 0.08931 / 0.09482
Spin multiplicity: 8
Molecular weight, g mol⁻¹: 323.98
Total energy, hartree: -1399.98174
<S²>: 15.7604

Geometry (Å):
O  -3.98393  1.63050  -1.14907
C  -2.86174  1.06055  -0.97035
O  -2.53932  0.08644  -1.72048
O  -2.06976  1.52065  -0.04461
C  -0.77298  0.91078  0.12646
O  1.18302  1.03733  1.46788
C  3.14163  -2.20023  0.17919
C  -0.04632  1.60019  1.27667
O  3.85070  -1.18001  0.02693
O  1.89659  -2.18371  0.34363
Eu  -5.00097  0.28437  -2.92269
Li  2.16761  -0.15023  0.56406
H  -0.20653  1.02393  -0.80964
H  -0.90744  -0.15921  0.34070
H  -0.00308  2.68755  1.03535
H  -0.70070  1.52324  2.17590
O  3.75599  -3.39680  -0.00551
H  3.09725  -4.09533  0.08557

Cartesian forces (eV/Å) of the 6 atoms listed first:
O -2.11 0.28 -0.74
C 1.09 -0.76 -0.50
O -0.97 -0.29 -0.64
O -1.20 0.27 -0.41
C 0.77 -0.60 0.03
O -0.35 0.08 -0.54

No. 11
A structure of composition C4H5EuO3, computed with ωB97M-V/def2-TZVPD.

Calculated values
F_max, Eh/bohr: 0.057
Kohn-Sham gap (alpha / beta), hartree: 0.09713 / 0.27994
Spin multiplicity: 9
Molecular weight, g mol⁻¹: 253.05
Total energy, hartree: -1091.21417
<S²>: 20.0096

Geometry (Å):
O  0.44977  0.35715  1.39524
C  -0.26668  -0.45168  0.58390
O  -0.59355  -1.56445  1.15349
Eu  -1.85881  -2.87520  -0.40290
O  -1.57176  0.00047  -0.39819
C  -0.25970  -0.34482  -0.92400
H  0.24656  0.52417  -1.36401
C  0.74283  1.68853  1.00636
H  1.62645  1.72282  0.35303
H  -0.11256  2.15387  0.49780
H  0.95088  2.23620  1.93099
C  -0.11811  -1.66916  -1.59391
H  0.76467  -1.77790  -2.23781

Cartesian forces (eV/Å) of the 6 atoms listed first:
O -0.87 0.16 -0.68
C -0.78 -2.47 1.33
O 0.48 0.89 -0.71
Eu -0.84 -0.23 0.87
O 1.41 -0.03 0.58
C 0.26 -0.75 -1.91

No. 12
A structure of composition C4H5EuO5, computed with ωB97M-V/def2-TZVPD.

Calculated values
F_max, Eh/bohr: 0.097
Kohn-Sham gap (alpha / beta), hartree: 0.30014 / 0.30577
Charge: +1
Spin multiplicity: 8
Molecular weight, g mol⁻¹: 285.04
Total energy, hartree: -1241.69547
<S²>: 15.7595

Geometry (Å):
O  -0.94517  1.05282  0.90118
Eu  -1.88383  -0.69017  2.47474
O  0.18489  0.34820  2.62523
C  0.21771  1.14670  1.65377
O  1.16703  1.61865  1.00767
O  -0.37047  -1.92794  0.66472
C  0.38576  -1.85744  -0.28106
C  0.38343  -0.77882  -1.32588
O  -0.68620  0.11436  -1.26132
C  -0.49448  1.31946  -0.60103
H  1.21605  -2.58477  -0.38170
H  0.35769  -1.28708  -2.30330
H  1.36834  -0.27577  -1.27400
H  -1.30668  1.97967  -0.92220
H  0.40593  1.82211  -0.97682

Cartesian forces (eV/Å) of the 6 atoms listed first:
O 0.31 1.24 -2.07
Eu 1.33 0.19 -0.98
O -0.80 0.12 2.07
C 3.33 -1.05 -3.54
O -0.70 0.03 3.02
O -0.57 0.05 0.30